Computed, not measured: a molecular structure, C38H36N2O2PSSn, with wB97M-V/def2-TZVPD.

CARTESIAN COORDINATES (ANGSTROEM)
Sn 1.583 0.067 0.229
C 0.145 -2.051 5.424
C -0.994 -2.412 4.714
C -1.464 -1.600 3.694
C -0.809 -0.412 3.374
C 0.336 -0.068 4.084
C 0.811 -0.878 5.106
P -1.366 0.693 2.018
C -2.742 1.597 2.836
C -3.034 1.529 4.196
C -4.042 2.310 4.751
C -4.782 3.169 3.954
C -4.499 3.250 2.595
C -3.486 2.481 2.049
C -2.198 -0.485 0.887
C -3.583 -0.685 0.899
C -4.155 -1.582 0.008
C -3.323 -2.286 -0.858
C -1.948 -2.090 -0.813
C -1.303 -1.176 0.043
H 0.522 -2.694 6.210
H -1.508 -3.337 4.945
H -2.336 -1.894 3.121
H 0.874 0.835 3.818
H 1.715 -0.603 5.635
H -2.473 0.856 4.832
H -4.250 2.239 5.812
H -5.570 3.774 4.385
H -5.067 3.919 1.960
H -3.271 2.556 0.988
H -4.222 -0.145 1.589
H -5.228 -1.739 0.000
H -3.754 -2.998 -1.558
H -1.348 -2.692 -1.500
S 5.241 -1.201 -2.646
C 3.851 -2.026 -3.290
C 3.750 -2.890 -4.375
C 2.508 -3.420 -4.671
C 1.382 -3.103 -3.901
C 1.477 -2.246 -2.823
C 2.726 -1.705 -2.524
N 2.984 -0.833 -1.489
C 4.228 -0.487 -1.413
C 4.696 0.421 -0.358
C 6.000 0.915 -0.367
C 6.397 1.796 0.623
C 5.479 2.184 1.594
C 4.179 1.693 1.571
C 3.744 0.778 0.612
H 4.616 -3.144 -4.972
H 2.405 -4.096 -5.510
H 0.423 -3.539 -4.151
H 0.618 -1.995 -2.208
H 6.703 0.627 -1.143
H 7.407 2.187 0.635
H 5.781 2.880 2.369
H 3.490 2.035 2.339
C 1.370 -2.747 1.438
O 2.143 -1.594 1.246
H 1.784 -3.321 2.279
H 1.388 -3.402 0.552
H 0.319 -2.531 1.648
O 1.252 2.166 -2.617
C 0.120 2.585 -2.682
C -0.883 2.497 -1.557
C -1.985 1.503 -1.999
C -1.519 0.419 -2.989
C -1.516 0.839 -4.469
C -0.443 1.856 -4.861
N -0.428 2.986 -3.917
H -1.308 3.481 -1.338
H -0.368 2.139 -0.666
H -2.829 2.044 -2.443
H -2.360 1.007 -1.103
H -2.182 -0.441 -2.876
H -0.530 0.061 -2.685
H -2.501 1.264 -4.704
H -1.409 -0.048 -5.103
H -0.608 2.229 -5.874
H 0.552 1.413 -4.831
H -1.376 3.316 -3.778

The total charge is -1. For the LUMO energy, the calculation gives 2.38 eV. The total energy comes out at -2683.48529 hartree. The value obtained for the max |F| is 0.3 eV Å⁻¹.